(1)
{"formula": "C31H32F5N2P2PdS", "method": "ωB97M-V/def2-TZVPD", "symbols": ["Pd", "S", "P", "P", "F", "F", "F", "F", "F", "N", "N", "C", "C", "C", "C", "C", "C", "C", "C", "C", "C", "C", "C", "C", "C", "C", "C", "C", "C", "C", "C", "C", "C", "C", "C", "C", "C", "C", "C", "C", "C", "C", "H", "H", "H", "H", "H", "H", "H", "H", "H", "H", "H", "H", "H", "H", "H", "H", "H", "H", "H", "H", "H", "H", "H", "H", "H", "H", "H", "H", "H", "H", "H", "H"], "coordinates": [[1.170, 0.612, 0.255], [2.081, 0.319, -1.842], [-0.743, 2.090, 0.136], [-2.951, -1.378, 1.306], [3.618, -1.049, 0.854], [1.590, 0.818, 2.990], [3.383, 1.523, 1.961], [1.673, -1.554, 1.719], [3.527, -0.114, 3.370], [4.557, -0.611, -1.863], [2.857, -2.226, -1.784], [-3.861, -2.263, -2.583], [0.107, 5.505, 2.240], [-0.234, 6.141, -0.051], [-1.717, -1.157, -1.239], [0.061, 6.488, 1.261], [-3.931, -2.052, -1.212], [-3.110, 2.426, -3.783], [2.444, -0.544, 1.269], [-1.635, -1.376, -2.612], [-6.312, 1.046, 0.898], [-5.958, 0.576, 3.226], [-3.755, 2.629, -2.570], [3.290, -0.977, -1.803], [-4.865, -0.217, 2.898], [-0.496, 4.819, -0.382], [5.790, -1.405, -1.967], [-1.754, 2.130, -3.809], [-2.859, -1.474, -0.518], [-3.048, 2.528, -1.382], [2.768, 0.449, 2.445], [3.578, -3.497, -1.613], [-1.667, -0.094, 1.755], [-2.711, -1.922, -3.292], [-4.461, -0.368, 1.569], [-5.204, 0.267, 0.574], [-0.152, 4.181, 1.909], [-1.696, 2.191, -1.396], [-1.833, 1.410, 1.433], [-1.052, 2.011, -2.616], [-6.683, 1.210, 2.225], [-0.471, 3.830, 0.599], [-0.086, 3.429, 2.687], [-4.830, -2.342, -0.677], [-0.864, -0.730, -0.733], [-0.738, 4.565, -1.407], [-6.887, 1.524, 0.112], [0.343, 5.763, 3.264], [1.853, -2.278, -1.846], [-0.267, 6.901, -0.821], [-2.869, 1.658, 1.205], [-4.927, 0.143, -0.466], [-4.705, -2.702, -3.102], [2.854, -4.224, -1.255], [6.551, -0.768, -2.409], [0.258, 7.522, 1.520], [3.997, -3.858, -2.549], [-7.544, 1.816, 2.479], [4.668, 0.387, -1.783], [-2.657, -2.089, -4.362], [-3.663, 2.507, -4.711], [0.003, 1.775, -2.642], [-0.733, -1.099, -3.148], [-1.244, 1.982, -4.753], [-3.561, 2.712, -0.446], [5.649, -2.254, -2.621], [-4.323, -0.735, 3.685], [-6.257, 0.683, 4.263], [-4.809, 2.878, -2.549], [-1.622, -0.208, 2.839], [-1.581, 1.995, 2.317], [6.134, -1.737, -0.990], [-0.707, -0.486, 1.403], [4.354, -3.408, -0.862]], "forces_ev_per_a": [[0.210, -0.058, 0.355], [0.161, -0.154, 0.198], [0.008, -0.014, -0.619], [-0.028, 0.281, -0.181], [0.116, -0.221, -0.097], [0.041, 0.216, 0.092], [0.051, 0.125, 0.157], [0.134, -0.273, 0.238], [-0.038, 0.139, 0.198], [0.098, 0.030, -0.002], [0.031, -0.071, -0.010], [0.025, 0.024, 0.070], [-0.029, -0.081, -0.018], [0.008, -0.048, 0.034], [0.021, -0.033, -0.173], [-0.002, 0.011, -0.035], [0.040, -0.057, -0.110], [0.026, -0.008, -0.021], [0.007, 0.981, -0.158], [-0.031, 0.017, 0.099], [0.114, -0.069, 0.033], [0.069, -0.071, 0.017], [0.021, 0.015, -0.015], [0.060, -0.055, -0.011], [-0.056, 0.034, 0.061], [-0.060, 0.112, -0.027], [-0.231, 0.185, 0.026], [-0.028, 0.003, 0.077], [-0.171, -0.179, -0.133], [-0.067, -0.066, -0.011], [-0.177, -1.018, -0.600], [-0.196, 0.208, 0.030], [-0.057, 0.073, 0.104], [-0.058, -0.029, 0.071], [-0.134, 0.064, 0.082], [-0.007, 0.059, -0.043], [0.115, 0.054, 0.065], [-0.079, 0.132, -0.089], [-0.119, -0.156, 0.089], [-0.064, -0.009, -0.047], [-0.007, 0.000, -0.026], [0.025, -0.035, -0.004], [-0.023, 0.002, -0.009], [0.076, 0.022, -0.040], [0.144, 0.057, 0.014], [0.008, 0.014, 0.032], [0.064, -0.046, 0.042], [0.001, 0.004, -0.019], [-0.115, -0.117, 0.044], [0.001, -0.008, 0.021], [-0.095, -0.012, 0.001], [0.004, 0.078, 0.036], [0.040, 0.023, 0.040], [-0.006, -0.006, -0.013], [-0.006, 0.033, 0.010], [-0.008, -0.064, -0.017], [-0.002, 0.030, -0.045], [0.035, -0.025, -0.006], [0.090, 0.042, -0.013], [-0.020, 0.010, 0.079], [0.016, -0.003, 0.035], [0.030, -0.022, 0.000], [-0.033, 0.003, 0.045], [-0.021, 0.013, 0.040], [-0.012, -0.016, -0.007], [-0.046, -0.095, -0.081], [-0.044, 0.048, -0.047], [0.033, -0.009, -0.070], [0.042, -0.011, -0.002], [0.063, 0.055, 0.076], [-0.051, -0.045, 0.111], [-0.026, -0.005, 0.043], [0.075, -0.089, -0.012], [0.048, 0.077, 0.044]], "e_homo_ha": -0.3806, "lumo_energy_ha": -0.156, "max_force_ev_per_a": 1.20, "multiplicity": 1, "energy_ev": -82121.8026, "charge": 1, "relative_energy_ev": 1.996}


(2)
{"formula": "C6H10", "method": "ωB97M-V/def2-TZVPD", "symbols": ["C", "C", "C", "C", "C", "C", "H", "H", "H", "H", "H", "H", "H", "H", "H", "H"], "coordinates": [[0.490, -0.452, -0.583], [-0.418, -1.256, 1.614], [-0.458, 0.313, -2.861], [0.040, -0.078, 0.769], [0.288, -0.282, -1.759], [0.983, 0.920, 1.427], [1.251, 1.699, 0.706], [-0.136, 0.048, -3.865], [-1.030, -1.918, 0.993], [-0.401, 1.400, -2.730], [-1.507, 0.024, -2.719], [-1.040, -0.903, 2.441], [1.906, 0.445, 1.765], [-0.870, 0.482, 0.516], [0.420, -1.835, 2.009], [0.483, 1.393, 2.276]], "forces_ev_per_a": [[-0.420, 0.319, -0.621], [-0.001, -0.090, 0.101], [-0.039, 0.034, -0.246], [-0.082, 0.043, 0.074], [0.056, -0.024, 0.488], [0.066, 0.015, 0.117], [-0.051, -0.108, 0.169], [0.010, -0.016, -0.031], [0.081, 0.028, 0.151], [0.016, -0.138, -0.260], [0.124, 0.019, -0.275], [0.156, -0.075, 0.037], [-0.041, -0.006, 0.053], [-0.004, 0.018, 0.193], [-0.018, 0.033, 0.014], [0.148, -0.053, 0.036]], "e_homo_ha": -0.3380, "lumo_energy_ha": 0.039, "max_force_ev_per_a": 0.82, "multiplicity": 1, "energy_ev": -6381.7350, "smiles": "CC#CC(C)C", "relative_energy_ev": 2.125}


(3)
{"formula": "C20H54AsF9N5O9", "method": "ωB97M-V/def2-TZVPD", "symbols": ["As", "F", "F", "F", "F", "F", "F", "F", "F", "F", "O", "O", "O", "O", "O", "O", "O", "O", "O", "N", "N", "N", "N", "N", "C", "C", "C", "C", "C", "C", "C", "C", "C", "C", "C", "C", "C", "C", "C", "C", "C", "C", "C", "C", "H", "H", "H", "H", "H", "H", "H", "H", "H", "H", "H", "H", "H", "H", "H", "H", "H", "H", "H", "H", "H", "H", "H", "H", "H", "H", "H", "H", "H", "H", "H", "H", "H", "H", "H", "H", "H", "H", "H", "H", "H", "H", "H", "H", "H", "H", "H", "H", "H", "H", "H", "H", "H", "H"], "coordinates": [[4.695, 24.027, -1.651], [4.937, 24.651, -0.056], [3.854, 22.613, -1.005], [6.258, 23.240, -1.471], [4.458, 23.425, -3.359], [6.107, 30.787, -0.080], [5.616, 25.336, -2.381], [4.738, 30.640, 1.517], [3.133, 24.805, -1.941], [4.950, 28.919, 0.196], [6.041, 23.097, -5.564], [-1.731, 24.215, -1.655], [7.487, 28.274, 1.037], [7.147, 21.624, -6.716], [7.914, 23.651, -6.425], [8.823, 22.729, 0.494], [3.975, 18.714, -2.594], [7.508, 30.001, 2.516], [9.362, 24.567, -4.758], [6.458, 22.661, 2.050], [-4.067, 22.926, -2.095], [4.929, 20.920, -3.963], [6.877, 25.537, -5.028], [7.041, 22.761, -6.254], [-0.421, 24.641, -2.043], [8.951, 22.604, 1.902], [-1.851, 22.898, -1.216], [9.012, 25.536, -3.773], [5.207, 19.243, -2.185], [7.482, 27.538, -3.703], [3.513, 17.726, -1.691], [10.430, 23.695, -4.414], [10.035, 22.621, -0.230], [-3.517, 21.060, -0.566], [-3.283, 22.536, -0.851], [6.706, 29.247, 1.758], [7.763, 23.237, 2.589], [7.239, 20.656, -3.014], [7.781, 22.980, 4.107], [5.659, 29.892, 0.817], [8.032, 26.399, -4.551], [5.932, 19.939, -3.349], [6.949, 26.978, 0.886], [7.944, 26.014, 0.272], [2.556, 17.363, -2.054], [10.003, 22.934, -3.754], [10.676, 21.790, 0.072], [8.554, 25.138, -2.862], [7.611, 24.315, 2.588], [3.333, 18.141, -0.693], [8.887, 26.250, 0.775], [8.877, 21.510, 1.991], [5.221, 19.747, -1.215], [7.698, 21.208, -3.831], [11.251, 24.212, -3.912], [7.195, 24.596, -5.320], [5.910, 18.405, -2.063], [9.891, 22.946, 2.335], [6.220, 21.771, 2.491], [6.040, 26.990, 0.278], [-5.061, 22.874, -1.856], [9.721, 22.555, -1.270], [10.807, 23.219, -5.315], [8.118, 26.284, -0.770], [6.687, 28.133, -4.153], [4.268, 16.945, -1.571], [-3.958, 23.922, -2.311], [6.424, 22.564, 1.028], [8.225, 28.246, -3.334], [8.558, 26.745, -5.437], [6.588, 26.598, 1.853], [6.223, 25.406, -4.247], [8.795, 23.049, 4.493], [-3.066, 20.480, -1.376], [4.110, 20.457, -4.351], [6.372, 25.971, -5.795], [-0.386, 25.709, -1.832], [7.068, 21.310, -2.156], [9.920, 26.103, -3.554], [-0.277, 24.479, -3.110], [-4.561, 20.742, -0.624], [6.044, 19.190, -4.130], [5.341, 21.451, -4.741], [7.458, 21.955, 4.314], [5.657, 23.251, 2.291], [7.081, 23.645, 4.609], [-3.721, 23.113, -0.037], [10.630, 23.537, -0.166], [6.112, 28.679, 2.499], [7.072, 27.165, -2.761], [-1.265, 22.770, -0.297], [7.549, 25.004, 0.336], [4.654, 21.609, -3.269], [8.045, 20.068, -2.566], [-3.159, 20.752, 0.413], [0.398, 24.241, -1.444], [-3.903, 22.343, -2.915], [-1.401, 22.161, -1.893]], "forces_ev_per_a": [[-0.567, 0.857, -1.740], [-0.529, -0.101, -0.155], [0.606, 0.297, -0.355], [-0.664, -0.577, -0.084], [0.455, -0.060, 1.711], [0.317, -0.780, -0.504], [-0.743, -0.167, 0.425], [0.303, -0.903, 0.034], [1.177, -0.236, 0.847], [-0.231, 0.246, -0.595], [-0.813, -0.908, 0.414], [-0.801, -0.181, -0.046], [0.370, -1.354, -1.473], [-0.060, 0.257, 0.406], [-0.693, -1.542, -0.862], [0.061, 0.610, 0.374], [-0.056, 0.648, 0.051], [-1.170, 0.033, -2.011], [0.878, 0.066, 0.854], [-0.531, 0.121, -0.022], [-1.708, 0.566, 0.747], [0.863, -0.514, -0.034], [0.194, 1.125, 1.533], [0.855, 0.185, -0.829], [0.073, 0.731, 0.161], [-0.747, -0.870, -1.214], [1.211, -0.332, 1.535], [0.240, -0.265, -1.484], [1.982, -1.281, -0.579], [-0.160, 0.300, 0.825], [-0.072, 0.256, 0.371], [-0.777, 0.063, 0.299], [-0.001, 0.692, -0.490], [-0.063, -0.330, -0.934], [0.010, -0.105, -0.770], [1.541, 0.924, 3.679], [-0.427, 0.269, 1.644], [0.011, 0.182, 1.294], [-0.343, -1.029, -0.438], [-0.025, 1.470, 0.986], [-0.468, 0.738, 0.515], [-1.179, 0.325, -0.527], [-0.940, 0.646, -0.147], [0.183, 1.391, 0.072], [0.188, -0.238, -0.173], [0.393, -0.237, 0.150], [-0.273, -0.250, 0.005], [0.086, -0.263, 0.046], [0.610, 0.093, -1.247], [0.056, 0.186, -0.023], [0.150, -0.813, 0.148], [0.232, -0.038, 1.080], [-0.489, 0.564, -0.185], [-0.382, 0.021, -0.189], [-0.007, 0.100, 0.039], [0.378, 0.195, -0.627], [-0.108, -0.215, 0.518], [-0.026, 0.284, -0.160], [0.419, -0.228, -0.177], [0.015, 0.005, -0.136], [-0.038, -0.401, -0.254], [0.204, -0.345, -0.018], [-0.157, 0.068, -0.104], [-0.130, -0.152, -0.130], [0.090, -0.144, -0.343], [-0.195, -0.248, -0.208], [0.787, -0.097, -0.207], [0.372, 0.140, -0.126], [0.337, -0.088, -0.502], [-0.121, 0.030, -0.111], [0.188, -0.060, 0.414], [-0.007, 0.047, -0.119], [-0.086, 0.389, 0.105], [0.426, -0.181, 0.342], [-0.040, -0.263, 0.392], [0.080, -0.088, -0.047], [-0.131, 0.054, -0.256], [-0.295, 0.563, -0.426], [-0.214, 0.309, 0.429], [0.175, -0.173, 0.034], [-0.190, 0.521, 0.253], [0.251, -0.058, 0.000], [0.413, 0.638, -0.262], [0.079, -0.065, 0.089], [0.213, 0.402, -0.115], [0.275, 0.133, 0.173], [0.317, 0.446, -0.142], [-0.064, 0.057, 0.275], [-1.000, -0.666, -0.443], [-0.170, -0.282, -0.156], [0.032, -0.038, 0.112], [0.445, -0.159, -0.007], [-0.288, 0.383, -0.059], [-0.335, -0.891, -0.559], [0.284, 0.085, -0.101], [-0.214, -0.541, -0.036], [0.259, 0.035, -0.003], [-0.355, 0.010, -0.442]], "e_homo_ha": -0.2288, "lumo_energy_ha": -0.126, "max_force_ev_per_a": 4.09, "multiplicity": 1, "energy_ev": -132777.7979, "charge": 1, "relative_energy_ev": 3.261}


Which HOMO-LUMO gap belongs to each record? In order, 6.116 10.259 2.800 eV.